1.
{
  "formula": "C41H46Cl5N12RbS2",
  "method": "ωB97M-V/def2-TZVPD",
  "lumo_energy_ha": 0.126,
  "de_lowest_ev": 0.000,
  "homo_lumo_gap_ev": 5.0,
  "e_homo_ev": -1.532,
  "total_charge": -2,
  "largest_force_ha_per_bohr": 0.015,
  "symbols": ["C", "C", "N", "N", "H", "C", "H", "C", "N", "C", "C", "Cl", "C", "C", "C", "C", "C", "H", "H", "H", "H", "N", "C", "C", "H", "H", "H", "C", "N", "H", "C", "C", "H", "C", "C", "C", "H", "Cl", "C", "H", "C", "H", "H", "H", "C", "H", "C", "C", "C", "C", "Cl", "H", "H", "N", "H", "H", "H", "Cl", "H", "H", "Rb", "C", "N", "H", "H", "C", "S", "H", "C", "C", "C", "H", "H", "H", "N", "C", "S", "C", "C", "H", "H", "H", "C", "N", "H", "C", "H", "H", "C", "H", "H", "C", "N", "C", "Cl", "H", "H", "N", "H", "N", "H", "C", "H", "C", "H", "H", "H"],
  "positions_angstrom": [[-2.41, 0.55, 4.91], [1.34, 3.26, -0.05], [1.11, 1.87, 0.34], [-2.97, 3.96, -0.78], [0.37, 3.72, -0.26], [-2.17, -0.11, 6.11], [-0.07, -2.87, -5.85], [3.63, -1.40, -2.55], [1.23, 1.64, -2.76], [-0.40, -0.41, 3.89], [-2.39, -1.38, -4.00], [4.47, 1.04, -3.40], [-2.71, 5.28, -1.31], [-2.63, 6.32, -0.20], [5.27, -2.74, -4.45], [-2.69, -4.15, 4.07], [-0.30, -3.39, 2.86], [-2.71, -3.94, -3.64], [-3.57, 0.83, -1.92], [-1.58, 6.54, 1.68], [2.09, 1.11, -2.88], [-0.33, -1.97, -2.77], [-0.29, -4.10, 4.05], [-1.03, -0.91, 6.19], [-3.29, 1.18, 4.80], [-1.78, 5.29, -1.89], [-2.50, -0.50, -4.65], [-1.61, 5.86, 0.82], [-1.82, -2.46, -4.80], [-2.27, 2.86, -2.45], [-3.93, -4.52, 4.66], [-0.48, -2.06, -5.24], [2.21, 3.34, -3.43], [-1.56, 0.42, 3.83], [-3.45, 1.60, -1.16], [4.15, 1.00, 3.33], [5.63, -1.58, 1.75], [6.27, -3.55, -5.61], [-1.49, -1.08, -2.78], [-1.42, 1.03, -0.88], [4.47, -3.47, -3.58], [0.28, 1.78, 0.93], [0.67, -4.34, 4.50], [0.65, 3.63, -2.69], [-0.16, -1.05, 5.13], [-1.30, -4.46, -4.56], [4.45, -0.73, -3.43], [0.43, -1.76, -4.02], [-2.26, 3.54, 0.35], [2.88, 0.47, 3.40], [6.27, -0.44, -5.47], [-2.03, -1.22, -1.84], [1.89, 1.55, 0.91], [1.43, -1.38, 2.94], [0.78, -0.73, -4.03], [-1.41, 4.15, 2.02], [-0.82, -1.44, 7.11], [2.67, -3.76, -1.58], [6.19, 0.66, 2.66], [-1.33, -3.50, -1.79], [1.45, -1.14, -0.37], [-2.28, 1.26, -0.25], [-4.94, -4.83, 5.11], [0.71, -1.69, 5.23], [-3.99, 3.28, -2.45], [1.57, 3.04, -2.59], [1.29, -2.95, 2.21], [1.78, 3.85, 0.78], [5.18, 0.26, 2.75], [4.87, -0.98, 2.24], [-1.46, -4.50, 4.68], [-2.36, 7.29, -0.62], [-2.47, 0.37, 0.35], [-3.64, -3.20, 2.42], [-1.99, 4.54, 1.29], [-1.51, -3.07, 2.20], [-1.67, -2.28, 0.70], [5.27, -1.34, -4.38], [2.25, 3.41, -1.27], [1.30, -2.41, -4.00], [4.34, 1.99, 3.73], [-1.12, -0.05, -2.82], [-1.70, -3.65, -3.95], [0.36, -0.45, 2.77], [3.15, 2.81, -1.14], [2.67, -0.83, 2.88], [-3.61, 6.41, 0.29], [-1.77, 0.92, 2.89], [-2.70, -3.46, 2.88], [2.05, 0.99, 3.84], [-2.85, -0.02, 6.95], [-1.41, -5.23, 5.90], [-1.36, -5.81, 6.89], [3.68, -2.77, -2.66], [4.47, -5.20, -3.67], [-3.40, -1.69, -3.69], [2.57, 4.46, -1.34], [-1.93, 2.35, 0.64], [-3.52, 5.52, -2.00], [3.66, -1.53, 2.29], [0.83, 1.32, -1.88], [-3.16, 2.94, -1.81], [-0.61, 5.87, 0.36], [-0.80, -3.36, -2.73], [0.08, -4.01, -2.73], [-4.38, 1.66, -0.59], [-0.58, -1.19, -5.88]],
  "mulliken_charge": [-0.328, -0.041, 0.394, 0.079, -0.420, -0.735, 0.355, -1.051, -0.153, -0.142, -0.935, -0.289, -0.534, -0.736, 0.517, 0.766, 0.245, 0.344, 0.335, 0.394, 0.008, 1.018, -0.993, -0.564, 0.388, 0.212, 0.384, -0.531, -0.278, 0.276, -0.249, -0.953, 0.432, -0.715, -0.670, -0.523, 0.396, -0.238, 0.370, -0.192, -0.256, -0.275, 0.438, 0.174, -0.271, 0.309, 0.239, 0.168, -0.129, -0.409, -0.215, -0.431, -0.048, 0.382, -0.098, 0.355, 0.363, -0.160, 0.362, -0.013, 0.596, 0.677, -0.649, 0.358, 0.363, -0.768, 0.063, 0.478, -0.486, -0.543, 0.561, 0.403, -0.362, 0.488, -0.209, 0.004, -0.114, -0.495, -0.440, 0.104, 0.404, 0.004, -0.813, 0.003, 0.223, 0.518, 0.314, 0.585, -0.927, 0.419, 0.328, -0.096, -0.673, 1.102, -0.213, 0.331, 0.441, -0.198, 0.394, -0.501, -0.149, -0.734, 0.209, -0.248, 0.406, 0.365, 0.351]
}

2.
{
  "formula": "C4H11NO2",
  "method": "ωB97M-V/def2-TZVPD",
  "lumo_energy_ha": [0.139, 0.134],
  "de_lowest_ev": 0.000,
  "homo_lumo_gap_ev": [3.2, 10.0],
  "e_homo_ev": [0.598, -6.324],
  "total_charge": -1,
  "multiplicity": 2,
  "largest_force_ha_per_bohr": 0.032,
  "symbols": ["O", "C", "H", "H", "C", "H", "C", "H", "H", "H", "H", "C", "H", "H", "O", "H", "N", "H"],
  "positions_angstrom": [[-0.12, 1.72, 1.51], [1.76, -1.04, 0.12], [-0.08, 0.45, -1.43], [2.40, -0.25, -0.23], [-0.53, -1.42, 1.12], [-0.51, 1.92, -0.87], [0.68, -0.49, 1.06], [2.38, -1.77, 0.66], [-2.01, 0.04, -3.41], [1.06, -0.37, 2.06], [-1.29, -0.98, 1.77], [0.16, 0.88, 0.67], [1.30, -1.58, -0.71], [-1.70, -1.18, -2.47], [-1.48, -0.23, -2.63], [-0.24, -2.41, 1.44], [0.04, 1.10, -0.65], [-0.99, -1.48, 0.12]],
  "lowdin_spin": [0.008, 0.034, 0.035, 0.003, 0.066, 0.027, 0.004, 0.002, 0.113, 0.001, 0.005, 0.025, 0.033, 0.142, 0.414, 0.006, 0.034, 0.047]
}

3.
{
  "formula": "C5H13N2O",
  "method": "ωB97M-V/def2-TZVPD",
  "smiles": "NCCNCCC[O-]",
  "lumo_energy_ha": 0.151,
  "de_lowest_ev": 2.912,
  "homo_lumo_gap_ev": 6.6,
  "e_homo_ev": -2.525,
  "total_charge": -1,
  "largest_force_ha_per_bohr": 0.098,
  "symbols": ["H", "N", "C", "C", "H", "H", "N", "C", "H", "C", "H", "O", "H", "H", "H", "H", "H", "C", "H", "H", "H"],
  "positions_angstrom": [[0.54, -0.13, 0.48], [0.27, -0.61, -0.46], [1.16, 2.14, 0.05], [-1.02, -1.31, -0.34], [-1.92, -0.43, -0.18], [0.15, 2.49, 0.14], [-0.63, -1.33, 2.16], [0.09, 0.44, -1.55], [2.05, 0.88, -1.16], [1.23, 1.41, -1.32], [1.31, 2.37, -1.93], [1.31, 1.37, 1.20], [-0.95, 1.03, -1.45], [-0.55, -2.98, 0.93], [-2.06, -2.42, 1.05], [1.98, 2.82, 0.16], [-1.22, -2.00, -1.22], [-1.10, -2.01, 1.04], [-1.00, -0.46, 2.70], [0.32, -1.22, 2.23], [0.02, -0.07, -2.52]],
  "mulliken_charge": [0.331, -0.443, -0.707, -0.335, 0.218, 0.284, -0.535, -0.511, 0.319, -0.592, 0.333, -0.927, 0.229, 0.274, 0.459, 0.391, 0.227, -0.797, 0.224, 0.264, 0.292]
}